C7H10 in the gas phase, computed with ωB97M-V/def2-TZVPD.

```
17
Properties=species:S:1:pos:R:3
C 2.1412 0.5431 1.7201
C 1.9471 0.2231 0.5755
C 1.4598 -0.2510 -0.7258
C 0.1338 -0.9553 -0.4561
C -1.1699 -0.8005 -1.1851
C -1.0454 -0.3306 0.2415
C -1.2332 1.1506 0.4990
H 2.2801 0.8215 2.7398
H 1.3880 0.5749 -1.4432
H 2.1683 -0.9709 -1.1577
H 0.3109 -1.9732 -0.1160
H -1.7272 -1.6981 -1.4379
H -1.2751 0.0047 -1.9097
H -1.4618 -0.9574 1.0280
H -2.3092 1.3662 0.5070
H -0.8163 1.4782 1.4565
H -0.7853 1.7670 -0.2891
```

Summary:
- HOMO: -9.782 eV
- Orbital gap: 0.4005 Eh
- SMILES: C#CC[C@@H]1C[C@@H]1C
- Relative energy (zero: lowest compared OMol25 entry of this formula, charge and spin): 257.3 kJ/mol
- Strongest force on any atom: 0.5 eV/A


C25H28N2O3 in the gas phase, computed with ωB97M-V/def2-TZVPD.

```
58
Properties=species:S:1:pos:R:3
C 1.7507 2.6544 -0.6949
C 0.5209 2.6938 -0.2173
C -0.3769 1.5240 0.0480
N 0.2457 0.2413 -0.1656
C 0.1067 -0.7802 0.7072
O -0.5000 -0.6902 1.7547
C 0.8268 -2.0403 0.3088
C 2.1628 -2.0664 0.1049
C 3.0385 -0.9424 0.2326
C 4.3435 -0.9841 -0.0935
C 5.2905 0.1066 0.0070
C 4.9895 1.3278 0.6187
C 5.9280 2.3385 0.6759
C 7.1889 2.1594 0.1291
C 7.5068 0.9532 -0.4737
C 6.5708 -0.0597 -0.5318
N 0.0897 -3.2134 0.3069
C -1.2746 -3.3797 0.2596
O -1.7644 -4.4489 0.5548
C -2.0560 -2.2207 -0.2360
C -1.7137 -1.5875 -1.4288
C -2.4571 -0.5227 -1.8872
C -3.5490 -0.0489 -1.1538
O -4.1768 1.0322 -1.6854
C -5.1976 1.6813 -0.9512
C -4.6333 2.5268 0.1933
C -5.7164 3.2934 0.9512
C -6.6180 2.3896 1.7848
C -3.9097 -0.7045 0.0207
C -3.1771 -1.7905 0.4598
H 2.3172 3.5550 -0.8568
H 2.2569 1.7365 -0.9417
H 0.0582 3.6448 0.0116
H -1.2724 1.6160 -0.5846
H -0.7093 1.5362 1.0916
H 0.6956 0.0826 -1.0523
H 2.6262 -3.0151 -0.1402
H 2.6047 -0.0366 0.6284
H 4.7448 -1.9068 -0.4961
H 4.0188 1.4862 1.0628
H 5.6764 3.2743 1.1540
H 7.9197 2.9529 0.1768
H 8.4890 0.8033 -0.8979
H 6.8255 -0.9982 -1.0044
H 0.6017 -4.0684 0.4981
H -0.8723 -1.9437 -2.0067
H -2.2110 -0.0277 -2.8141
H -5.9310 0.9540 -0.5880
H -5.6893 2.3294 -1.6824
H -3.9198 3.2347 -0.2353
H -4.0855 1.8850 0.8868
H -5.2279 4.0094 1.6152
H -6.3226 3.8604 0.2412
H -7.3141 2.9889 2.3667
H -6.0250 1.7919 2.4736
H -7.1983 1.7205 1.1546
H -4.7588 -0.3831 0.6019
H -3.4553 -2.2986 1.3697
```

Summary:
- HOMO: -7.740 eV
- Orbital gap: 0.2845 Eh
- SMILES: C=CCNC(=O)/C(=C\C=C\c1ccccc1)NC(=O)c1ccc(OCCCC)cc1
- Relative energy (zero: lowest compared OMol25 entry of this formula, charge and spin): 158.8 kJ/mol
- Strongest force on any atom: 0.9 eV/A


2 unconnected molecules or ions with the total composition C6H10O2S, computed with ωB97M-V/def2-TZVPD.

```
19
Properties=species:S:1:pos:R:3
C -0.6585 0.6336 0.7344
C 1.9584 0.6163 -0.2955
C 2.7051 1.8024 -0.7565
C -2.6618 -0.7582 1.0049
C -1.0647 -1.0055 -1.0380
C -1.1702 -0.7211 0.5294
O -1.0163 1.7132 1.0278
O 3.9324 -0.8081 0.5403
S 2.4549 -0.6969 0.4844
H 3.1679 2.1426 0.1044
H 3.1962 1.5989 -1.6993
H 2.0986 2.7031 -0.9549
H -3.3723 -0.6343 0.0659
H -2.9002 -1.8282 1.3765
H -2.8047 -0.1961 1.8865
H -1.8489 -0.1741 -1.4411
H -1.5188 -1.9411 -1.3427
H 0.0220 -0.9257 -1.3413
H -0.5192 -1.5210 1.1149
```

Summary:
- HOMO (spin up / spin down): -8.583 / -7.827 eV
- Orbital gap (spin up / spin down): 0.3133 / 0.2568 Eh
- Relative energy (zero: lowest compared OMol25 entry of this formula, charge and spin): 477.8 kJ/mol
- Strongest force on any atom: 4.0 eV/A


C7H14 in the gas phase, computed with ωB97M-V/def2-TZVPD.

```
21
Properties=species:S:1:pos:R:3
C 1.8002 -0.7572 0.9434
C 1.1207 -0.6006 -0.4183
C 0.0587 0.4874 -0.4434
C 0.6166 1.8798 -0.1778
C -1.1145 0.3603 -1.3791
C -1.3326 0.2298 0.1015
C -1.7569 -1.1422 0.6076
H 2.4533 -1.6355 0.9579
H 2.4148 0.1145 1.1947
H 1.0560 -0.8760 1.7389
H 1.8830 -0.3713 -1.1787
H 0.6719 -1.5533 -0.7222
H 1.4302 2.1379 -0.8691
H 1.0256 1.9342 0.8388
H -0.1509 2.6578 -0.2590
H -1.4345 1.2107 -1.9780
H -1.3087 -0.6139 -1.8080
H -1.8054 1.0640 0.6161
H -1.1100 -1.4860 1.4199
H -1.7310 -1.9251 -0.1646
H -2.7864 -1.1152 0.9793
```

Summary:
- HOMO: -9.630 eV
- Orbital gap: 0.3955 Eh
- SMILES: CC[C@@]1(C)C[C@H]1C
- Relative energy (zero: lowest compared OMol25 entry of this formula, charge and spin): 82.7 kJ/mol
- Strongest force on any atom: 0.7 eV/A


3 unconnected molecules or ions with the total composition C5H14NO2, computed with ωB97M-V/def2-TZVPD.

```
22
Properties=species:S:1:pos:R:3
C 0.4410 2.5163 -1.4325
C -0.2335 1.7361 -0.3594
C -0.3884 0.3251 -0.7288
C -1.2793 -0.1545 -1.5358
C 1.2983 -0.2861 0.8866
N 0.6296 -0.5209 -0.2294
H 0.3484 1.8108 -2.3187
H 0.0809 3.5146 -1.6793
H 1.4384 2.6517 -1.0658
H 0.1767 1.8211 0.6296
H -1.2259 2.3298 -0.0416
H -1.8644 0.6561 -1.9056
H -1.4198 -1.1754 -1.8214
H 1.6987 -1.2370 1.2737
H 1.1803 0.6516 1.3816
H 0.9216 -1.3233 -0.7959
H -1.7095 1.5825 3.3029
H -1.2533 0.1563 3.8162
O -0.9686 0.8498 3.1841
H 1.4398 -4.1757 -0.7764
H 0.3616 -4.4863 0.1666
O 0.5174 -3.8438 -0.6267
```

Summary:
- HOMO: -14.042 eV
- Orbital gap: 0.3267 Eh
- Relative energy (zero: lowest compared OMol25 entry of this formula, charge and spin): 363.3 kJ/mol
- Strongest force on any atom: 5.1 eV/A
- Total charge: +1


2 unconnected molecules or ions with the total composition C6H10O, computed with ωB97M-V/def2-TZVPD.

```
17
Properties=species:S:1:pos:R:3
O 0.2876 -0.1542 1.8913
C -0.0007 1.0902 2.2066
C -0.3412 2.0107 1.3125
C -0.7494 -0.6600 0.2138
C -0.4098 -0.2877 -1.1598
C 1.0565 -0.0437 -1.4579
C 0.4439 -1.3064 -1.9283
H 0.0595 1.4461 3.2411
H -0.5638 2.9720 1.7425
H -0.0334 1.7964 0.2920
H -1.8100 -0.6283 0.4808
H -0.2044 -1.4593 0.6345
H -1.1373 0.2969 -1.7228
H 1.2422 0.7470 -2.1775
H 1.7031 -0.0601 -0.5815
H 0.2097 -1.4258 -2.9822
H 0.6989 -2.2329 -1.4194
```

Summary:
- HOMO (spin up / spin down): -7.864 / -7.865 eV
- Orbital gap (spin up / spin down): 0.2846 / 0.2846 Eh
- Relative energy (zero: lowest compared OMol25 entry of this formula, charge and spin): 405.9 kJ/mol
- Strongest force on any atom: 1.8 eV/A


2 unconnected molecules or ions with the total composition C29H34N3O, computed with ωB97M-V/def2-TZVPD.

```
67
Properties=species:S:1:pos:R:3
C -3.3138 -2.6904 -0.3697
C -2.9825 -4.0410 0.2661
C -1.4912 -4.4051 0.2226
C -0.5126 -3.2731 0.0981
N 0.7898 -3.6968 0.1371
C 1.0988 -5.1201 0.0103
C 2.5915 -5.4411 -0.0256
O 3.4079 -4.3768 -0.5147
C 3.2050 -3.1933 0.2589
C 1.7951 -2.6672 0.0631
C -0.8832 -1.9360 -0.0551
C -2.3318 -1.5696 0.0259
H -3.3069 -2.7993 -1.4623
H -4.3299 -2.4071 -0.0715
H -3.3148 -4.0625 1.3124
H -3.5369 -4.8310 -0.2579
H -1.2725 -4.9967 1.1297
H -1.3549 -5.0810 -0.6419
H 0.6749 -5.6768 0.8586
H 0.6599 -5.5429 -0.9105
H 2.9123 -5.7256 0.9942
H 2.7819 -6.2634 -0.7266
H 3.3727 -3.3645 1.3417
H 3.9301 -2.4667 -0.1432
H 1.7483 -2.1739 -0.9241
H 1.5767 -1.9322 0.8504
H -0.1428 -1.2613 -0.4734
H -2.5535 -0.6968 -0.6016
H -2.5916 -1.2790 1.0569
C 4.0840 0.4439 -2.1010
N 2.7194 0.8419 -1.7904
C 1.9354 0.2939 -0.8251
C 0.6874 0.9532 -0.7715
C -0.3562 0.8391 0.2066
C -0.6625 2.0010 0.9350
C 0.1264 3.1701 1.0752
N -0.5536 4.1016 1.7920
C -0.0708 5.4297 2.1171
C -1.8042 3.5936 2.1571
C -1.9177 2.2858 1.6334
C -3.1272 1.6130 1.7416
C -4.1857 2.2440 2.4218
C -4.0430 3.5363 2.9535
C -2.8352 4.2380 2.8176
C 0.7951 2.0448 -1.7480
C 2.0631 1.9243 -2.3655
C 2.6479 2.9011 -3.1639
C 1.9217 4.0833 -3.3538
C 0.6492 4.2273 -2.7771
C 0.0731 3.2078 -1.9969
H 4.3332 0.8245 -3.0974
H 4.8061 0.8528 -1.3739
H 4.1481 -0.6550 -2.0924
H 2.3678 -0.3987 -0.1114
H -0.9296 -0.0056 0.5341
H 1.1247 3.3580 0.6876
H -0.8752 5.9638 2.6261
H 0.8051 5.3755 2.7765
H 0.2141 5.9736 1.2067
H -3.2315 0.6260 1.2863
H -5.1361 1.7218 2.5339
H -4.8741 3.9987 3.4819
H -2.6878 5.2421 3.2034
H 3.6338 2.7366 -3.6010
H 2.3474 4.8890 -3.9533
H 0.1011 5.1581 -2.9401
H -0.9195 3.3364 -1.5726
```

Summary:
- HOMO: -9.696 eV
- Orbital gap: 0.1919 Eh
- Relative energy (zero: lowest compared OMol25 entry of this formula, charge and spin): 111.9 kJ/mol
- Strongest force on any atom: 3.5 eV/A
- Total charge: +1


A molecular structure, C12H16MnN4OS, computed with ωB97M-V/def2-TZVPD.

```
35
Properties=species:S:1:pos:R:3
Mn 0.7402 0.4027 -1.4881
N 4.2425 1.8943 0.4629
C 3.0081 1.5633 -0.0011
S 2.9023 0.9636 -1.6401
N 1.9925 1.7337 0.7842
N 0.7952 1.4187 0.1587
C -0.2638 1.8142 0.7799
C -1.6022 1.7121 0.2727
C -2.6718 2.0435 1.1234
C -3.9684 2.0360 0.6730
C -4.2195 1.7138 -0.6667
C -3.1933 1.4006 -1.5263
C -1.8621 1.3836 -1.0761
O -0.9007 1.0878 -1.9239
H 5.0428 1.5319 -0.0221
H 4.3301 2.0796 1.4478
H -0.1075 2.2973 1.7416
H -2.4520 2.3081 2.1514
H -4.7832 2.2838 1.3388
H -5.2380 1.7134 -1.0345
H -3.3777 1.1548 -2.5635
C 0.9330 -3.5406 -0.9000
C 0.8090 -2.1886 -0.1946
C 2.0391 -1.9240 0.6745
C -0.4703 -2.1345 0.6439
N 0.7080 -1.1705 -1.2243
H 0.9946 -4.3422 -0.1621
H 1.8306 -3.5648 -1.5183
H 0.0679 -3.7180 -1.5391
H 2.1509 -2.7254 1.4073
H 1.9435 -0.9754 1.2040
H 2.9376 -1.8855 0.0578
H -0.4529 -2.9228 1.3987
H -1.3489 -2.2740 0.0131
H -0.5556 -1.1705 1.1471
```

Summary:
- HOMO (spin up / spin down): -8.076 / -8.252 eV
- Orbital gap (spin up / spin down): 0.2976 / 0.2958 Eh
- Strongest force on any atom: 0.1 eV/A
- Spin multiplicity: 2
- Expectation value of S²: 0.886


C4H5NO2 in the gas phase, computed with ωB97M-V/def2-TZVPD.

```
12
Properties=species:S:1:pos:R:3
O -1.7341 -1.0725 2.1154
C -0.7911 -0.3840 1.8110
N -0.3046 -0.1302 0.5193
C 0.8868 0.6316 -0.0380
C 0.4003 0.2751 -1.4548
C -0.7016 -0.5703 -0.7639
O -1.6084 -1.2386 -1.1392
H -0.1242 0.1415 2.5397
H 0.9749 1.6586 0.4228
H 1.8437 0.1439 0.1791
H 0.0532 0.9785 -2.2360
H 1.1050 -0.4337 -1.9553
```

Summary:
- HOMO: -9.990 eV
- Orbital gap: 0.3928 Eh
- SMILES: O=CN1CCC1=O
- Relative energy (zero: lowest compared OMol25 entry of this formula, charge and spin): 98.0 kJ/mol
- Strongest force on any atom: 1.8 eV/A


C23H23N3O3 in the gas phase, computed with ωB97M-V/def2-TZVPD.

```
52
Properties=species:S:1:pos:R:3
C -1.6314 -1.8061 2.8475
O -1.3039 -0.4533 2.6245
C -0.4247 -0.0842 1.6495
C -0.3861 1.2881 1.4239
C 0.4523 1.8618 0.4840
C 0.4719 3.3597 0.2656
N -0.7865 4.0269 0.4948
C -1.9364 3.6815 -0.1859
C -3.1633 4.1691 0.2876
C -4.3570 3.9322 -0.3696
C -4.3127 3.1836 -1.5283
N -5.2909 2.7611 -2.4122
C -4.7331 2.0176 -3.4252
O -5.3046 1.5005 -4.3567
N -3.3786 1.9817 -3.1587
C -3.0920 2.6848 -2.0077
C -1.8989 2.9185 -1.3567
C 1.2810 1.0292 -0.2499
C 1.2685 -0.3367 -0.0357
C 0.4270 -0.9196 0.9039
O 0.3914 -2.2719 1.1449
C 1.1291 -3.1323 0.3091
C 2.6236 -3.1094 0.5353
C 3.1482 -2.5008 1.6663
C 4.5125 -2.4792 1.8913
C 5.3654 -3.0771 0.9819
C 4.8464 -3.6962 -0.1414
C 3.4796 -3.7251 -0.3820
C 2.9451 -4.4096 -1.6042
H -2.0125 -2.2834 1.9421
H -0.7796 -2.3757 3.2244
H -2.4171 -1.7853 3.6030
H -1.0551 1.8926 2.0162
H 1.2071 3.8117 0.9395
H 0.7996 3.5706 -0.7584
H -0.9459 4.3251 1.4447
H -3.1700 4.7523 1.1969
H -5.2875 4.3184 0.0159
H -6.2739 2.9577 -2.3467
H -2.7156 1.5014 -3.7412
H -0.9775 2.5134 -1.7383
H 1.9507 1.4422 -0.9897
H 1.9454 -0.9540 -0.6042
H 0.7450 -4.1318 0.5496
H 0.8949 -2.9277 -0.7449
H 2.4793 -2.0376 2.3763
H 4.9048 -1.9986 2.7748
H 6.4325 -3.0663 1.1468
H 5.5148 -4.1688 -0.8471
H 2.2110 -5.1672 -1.3332
H 3.7508 -4.8886 -2.1546
H 2.4569 -3.6954 -2.2678
```

Summary:
- HOMO: -7.230 eV
- Orbital gap: 0.2891 Eh
- SMILES: COc1cc(CNc2ccc3[nH]c(=O)[nH]c3c2)ccc1OCc1ccccc1C
- Relative energy (zero: lowest compared OMol25 entry of this formula, charge and spin): 81.4 kJ/mol
- Strongest force on any atom: 0.7 eV/A


C3H3NO2 in the gas phase, computed with ωB97M-V/def2-TZVPD.

```
9
Properties=species:S:1:pos:R:3
O 1.9951 -0.1395 -0.0589
C 0.6968 -0.2046 -0.0759
C -0.0961 0.8705 0.0065
C -1.2957 0.3648 -0.1260
O -1.2856 -0.9753 0.0161
N 0.0104 -1.3184 -0.0559
H 2.2838 -1.1078 0.1619
H 0.0511 1.8940 0.1395
H -2.3597 0.6163 -0.0073
```

Summary:
- HOMO: -9.680 eV
- Orbital gap: 0.3869 Eh
- SMILES: Oc1ccon1
- Relative energy (zero: lowest compared OMol25 entry of this formula, charge and spin): 288.4 kJ/mol
- Strongest force on any atom: 5.7 eV/A


4 unconnected molecules or ions with the total composition C24H22F3NO15P, computed with ωB97M-V/def2-TZVPD.

```
66
Properties=species:S:1:pos:R:3
O -2.4742 0.5780 -2.0163
P -1.2983 -0.1286 -1.5758
O -1.2989 -1.7074 -1.9812
O -0.0093 0.5304 -2.3371
C -1.0480 -0.0228 0.2512
C 0.4072 -0.4763 0.5717
C 1.4511 0.5336 1.0009
N 2.4387 -0.1613 1.4249
C 3.6681 0.4925 1.8796
F 4.0929 1.2777 0.9068
F 3.4963 1.1658 2.9645
F 4.5808 -0.4379 2.0305
C 2.2412 -1.6437 1.4175
C 0.6763 -1.7031 1.4868
H -0.4133 -2.0952 -1.8950
H 0.6938 -0.1441 -2.3540
H -1.8083 -0.6046 0.7826
H -1.2303 1.0278 0.5252
H 0.8189 -0.8246 -0.4003
H 1.3939 1.6224 0.9584
H 2.5889 -1.9923 2.3936
H 2.6123 -2.1475 0.5217
H 0.2297 -1.7391 2.4807
H 0.2580 -2.5310 0.9012
C -4.5599 6.0615 -1.6355
C -4.7268 4.9766 -0.8715
C -4.0289 3.6849 -1.1750
O -4.2037 2.7369 -0.4295
C -3.1723 3.6276 -2.3559
C -3.0082 4.7137 -3.1209
C -3.6843 6.0117 -2.8017
O -3.4845 6.9711 -3.5216
O -2.2345 4.7024 -4.2093
O -5.5207 4.9821 0.2030
H -5.0562 6.9985 -1.4246
H -2.6877 2.6872 -2.5752
H -2.2855 5.6054 -4.5794
H -5.4661 4.0813 0.5760
C -2.0124 -3.7216 4.2923
C -2.7774 -3.9793 5.3638
C -4.2037 -3.5187 5.4383
O -4.8564 -3.7942 6.4220
C -4.7351 -2.7527 4.3149
C -3.9683 -2.4958 3.2503
C -2.5519 -2.9793 3.1682
O -1.8929 -2.7318 2.1631
O -4.4267 -1.7966 2.2057
O -2.3180 -4.6518 6.4091
H -0.9845 -4.0505 4.2268
H -5.7584 -2.4113 4.3847
H -3.6927 -1.7524 1.5675
H -3.0621 -4.7049 7.0428
C 5.2897 -1.1737 -1.6712
C 6.5765 -1.2860 -2.0330
C 7.0380 -0.9161 -3.4127
O 8.2154 -1.0193 -3.6806
C 6.0368 -0.4519 -4.3676
C 4.7541 -0.3446 -4.0032
C 4.3019 -0.6896 -2.6175
O 3.1172 -0.5565 -2.3282
O 3.8139 0.0756 -4.8549
O 7.5046 -1.7259 -1.1970
H 4.9469 -1.4354 -0.6797
H 6.3760 -0.2041 -5.3635
H 2.9750 0.0701 -4.3597
H 8.3461 -1.7112 -1.6977
```

Summary:
- HOMO: -10.982 eV
- Orbital gap: 0.2166 Eh
- Strongest force on any atom: 2.7 eV/A
- Total charge: +1